[1]
Formula: C5H10O
Source: the OMol25 dataset
Level of theory: ωB97M-V/def2-TZVPD

## Properties
**2S+1**: 1
**Energy above the lowest of the compared OMol25 structures with the same formula, charge and spin**: 264.8 kJ/mol
**E_LUMO**: 0.92 eV
**HOMO-LUMO gap**: 10.1 eV
**Total energy**: -7392.021 eV
**Molar mass**: 86.134 g mol⁻¹

```
16
C5H10O | the OMol25 dataset | ωB97M-V/def2-TZVPD
O 2.24 -1.28 -1.64
C -1.81 -0.08 1.00
C 1.25 -0.61 0.47
C -1.05 0.42 -0.20
C 0.39 0.21 -0.13
C -0.06 1.59 -0.05
H 0.02 2.30 -0.88
H -2.10 -1.13 0.87
H 1.00 -1.66 0.63
H 2.23 -0.29 0.80
H -1.58 0.40 -1.15
H -2.71 0.51 1.19
H 0.04 2.04 0.94
H 1.53 -0.60 -1.55
H 1.75 -2.11 -1.60
H -1.16 -0.02 1.88
```



[2]
Formula: C13H32IO2P2SiV
Source: the OMol25 dataset
Level of theory: ωB97M-V/def2-TZVPD

## Properties
**Net charge**: +2
**2S+1**: 3
**Energy above the lowest of the compared OMol25 structures with the same formula, charge and spin**: 135.6 kJ/mol
**<S²>**: 2.10
**E_LUMO (spin up / spin down)**: -8.80 / -8.99 eV
**HOMO-LUMO gap (spin up / spin down)**: 5.8 / 5.6 eV
**Total energy**: -78321.768 eV
**Molar mass**: 488.279 g mol⁻¹

```
52
C13H32IO2P2SiV | the OMol25 dataset | ωB97M-V/def2-TZVPD
I -0.21 -0.46 -5.06
V -0.20 0.29 -0.22
P -2.52 0.18 -0.30
P 2.11 0.14 -0.30
Si 0.49 -0.57 3.37
O -0.18 2.79 1.41
O -0.19 2.15 -6.57
C -3.21 -1.36 0.41
C 3.07 1.44 0.55
C -3.20 0.20 -2.00
C 2.79 0.15 -2.00
C 2.31 -0.69 3.85
C -3.46 1.51 0.56
C -0.07 -1.04 1.59
C -0.35 -1.82 4.47
C -0.19 1.81 0.77
C -0.20 0.98 -6.77
C -0.20 0.27 -8.09
C -0.10 1.10 3.97
C 2.77 -1.41 0.41
H 0.29 -2.05 1.32
H -2.74 -2.20 -0.09
H 2.81 1.46 1.61
H -0.10 -1.62 5.53
H -1.09 -0.37 -8.15
H -0.01 -2.84 4.20
H -1.09 -1.18 1.86
H -2.96 1.16 -2.47
H -2.72 -0.60 -2.56
H -0.20 1.00 -8.91
H -3.19 1.51 1.62
H 3.87 -0.01 -1.99
H -2.97 -1.40 1.48
H 0.50 1.90 3.50
H -1.45 -1.76 4.33
H 2.67 -1.72 3.69
H -1.18 1.22 3.76
H 2.28 -2.25 -0.09
H -4.29 0.06 -1.99
H -4.54 1.35 0.45
H 4.15 1.27 0.45
H 2.53 -1.45 1.47
H 3.86 -1.48 0.27
H -4.30 -1.40 0.28
H 2.40 -0.45 4.93
H 0.08 1.17 5.07
H 0.67 -0.38 -8.15
H 2.93 0.03 3.28
H -3.19 2.48 0.13
H 2.30 -0.65 -2.57
H 2.82 2.42 0.13
H 2.56 1.11 -2.47
```



[3]
Formula: C17H20Cl5N8O7S4Ta
Source: the OMol25 dataset
Level of theory: ωB97M-V/def2-TZVPD

## Properties
**2S+1**: 1
**Energy above the lowest of the compared OMol25 structures with the same formula, charge and spin**: 138.5 kJ/mol
**E_LUMO**: -0.48 eV
**HOMO-LUMO gap**: 7.8 eV
**Total energy**: -151713.250 eV
**Molar mass**: 934.877 g mol⁻¹

```
62
C17H20Cl5N8O7S4Ta | the OMol25 dataset | ωB97M-V/def2-TZVPD
Ta 1.51 0.16 -0.34
Cl 3.12 2.18 2.30
Cl -2.68 3.99 3.59
Cl -0.30 5.01 5.32
Cl -2.14 2.05 1.20
Cl 2.60 4.13 4.61
S 2.47 0.69 -4.02
S -0.93 -0.58 -0.98
S 2.51 -2.70 -3.69
S 2.69 -1.53 1.63
O 3.51 -2.69 1.65
O 2.50 -0.32 -5.04
O 2.68 -0.66 2.77
O 1.29 -1.75 1.12
O 1.61 1.83 -4.18
O 3.17 -0.61 0.34
O 0.55 1.17 0.98
N 2.09 -0.07 -2.61
N -1.24 -0.82 2.20
N -2.26 2.08 -2.35
N -2.14 -2.85 -0.62
N -1.63 -1.86 1.34
N -0.84 2.05 -2.38
N 8.04 2.53 -3.19
N 1.61 -1.87 -1.47
C 2.10 -3.85 -2.46
C 2.01 2.12 -1.02
C 6.47 0.80 -3.81
C 2.06 -1.44 -2.61
C 5.17 0.39 -4.03
C -1.57 -1.80 0.02
C 4.11 1.27 -3.81
C 1.28 3.52 3.71
C 4.36 2.57 -3.39
C 1.51 2.62 2.67
C 0.44 2.08 1.95
C 1.64 -3.24 -1.35
C -1.08 3.45 3.26
C -0.02 3.93 4.02
C 6.73 2.11 -3.37
C -0.85 2.56 2.22
C 5.66 2.99 -3.18
H 1.33 -3.71 -0.44
H 8.73 1.82 -3.05
H -2.13 -2.82 -1.63
H -0.43 2.96 -2.53
H -0.55 1.48 -3.17
H 3.10 2.25 -0.93
H 1.74 2.28 -2.05
H 4.97 -0.62 -4.37
H 2.20 -4.91 -2.64
H -2.91 -3.35 -0.19
H -2.63 2.76 -3.01
H -0.26 -0.95 2.43
H 7.29 0.12 -3.99
H 3.54 3.26 -3.25
H -2.54 2.37 -1.42
H 1.53 2.89 -0.41
H -1.90 -2.74 1.75
H -1.82 -0.87 3.03
H 8.17 3.34 -2.61
H 5.86 4.01 -2.87
```



[4]
Formula: AlH12O6
Source: the OMol25 dataset
Level of theory: ωB97M-V/def2-TZVPD

## Properties
**Net charge**: +3
**2S+1**: 1
**Energy above the lowest of the compared OMol25 structures with the same formula, charge and spin**: 950.7 kJ/mol
**E_LUMO**: -18.23 eV
**HOMO-LUMO gap**: 5.3 eV
**Total energy**: -19040.806 eV
**Molar mass**: 135.072 g mol⁻¹

```
19
AlH12O6 | the OMol25 dataset | ωB97M-V/def2-TZVPD
Al -0.03 0.43 -0.01
O 2.56 0.18 0.94
O -0.06 -0.80 2.50
O -0.66 -1.26 -2.16
O -0.76 3.11 0.10
O -2.40 0.99 -1.39
O 0.99 -2.19 -0.07
H -3.15 0.36 -1.41
H 2.99 0.77 1.59
H -1.57 -1.46 -2.44
H 0.63 -3.09 0.08
H -2.76 1.83 -1.77
H 0.83 -1.17 2.69
H -0.86 3.58 0.96
H -0.43 3.79 -0.53
H -0.08 -1.82 -2.71
H 3.30 -0.28 0.48
H -0.49 -0.66 3.37
H 1.94 -2.32 -0.21
```



[5]
Formula: C5H8O
Source: the OMol25 dataset
Level of theory: ωB97M-V/def2-TZVPD

## Properties
**2S+1**: 1
**Energy above the lowest of the compared OMol25 structures with the same formula, charge and spin**: 389.8 kJ/mol
**E_LUMO (spin up / spin down)**: -0.55 / -0.56 eV
**HOMO-LUMO gap (spin up / spin down)**: 7.8 / 7.8 eV
**Total energy**: -7358.215 eV
**Molar mass**: 84.118 g mol⁻¹

```
14
C5H8O | the OMol25 dataset | ωB97M-V/def2-TZVPD
O 0.44 1.62 -1.63
C 1.34 0.52 1.21
C -0.78 -0.93 0.33
C -0.85 -0.66 -1.17
C 0.11 0.29 0.42
C -0.21 0.86 -0.87
H -1.81 -0.67 -1.69
H -0.23 -1.84 0.59
H -0.09 -1.22 -1.72
H 1.58 1.59 1.20
H -1.25 1.20 -0.46
H 2.16 0.03 0.67
H -1.71 -0.90 0.90
H 1.30 0.12 2.23
```



[6]
Formula: C2H15NO5
Source: the OMol25 dataset
Level of theory: ωB97M-V/def2-TZVPD

## Properties
**Net charge**: -1
**2S+1**: 2
**Energy above the lowest of the compared OMol25 structures with the same formula, charge and spin**: 157.1 kJ/mol
**<S²>**: 0.75
**E_LUMO (spin up / spin down)**: 3.00 / 2.87 eV
**HOMO-LUMO gap (spin up / spin down)**: 2.1 / 8.2 eV
**Total energy**: -14042.676 eV
**Molar mass**: 133.144 g mol⁻¹

```
23
C2H15NO5 | the OMol25 dataset | ωB97M-V/def2-TZVPD
O 2.67 0.75 -1.20
O 2.11 1.20 1.48
O 0.76 -1.92 1.10
O 0.54 -1.89 -2.02
O -1.95 -1.04 -2.23
N -2.35 0.10 1.06
C -1.31 1.01 1.38
C -1.42 2.32 1.08
H -0.81 3.17 1.52
H -0.44 0.77 2.00
H -2.36 -0.85 1.46
H 0.99 -1.61 0.17
H 2.41 0.58 -0.26
H 3.65 0.88 -1.25
H -3.32 0.34 0.92
H 1.94 2.04 1.19
H 2.88 1.42 2.00
H 0.93 -1.20 -2.53
H -0.41 -1.86 -2.26
H -2.18 -0.80 -1.30
H -2.17 2.75 0.47
H -2.32 -0.38 -2.66
H 1.06 -2.77 1.27
```



[7]
Formula: C5H13N2O
Source: the OMol25 dataset
Level of theory: ωB97M-V/def2-TZVPD

## Properties
**Net charge**: +1
**2S+1**: 1
**Energy above the lowest of the compared OMol25 structures with the same formula, charge and spin**: 324.4 kJ/mol
**E_LUMO**: -3.72 eV
**HOMO-LUMO gap**: 10.7 eV
**Total energy**: -10414.833 eV
**Molar mass**: 117.172 g mol⁻¹

```
21
C5H13N2O | the OMol25 dataset | ωB97M-V/def2-TZVPD
O 1.88 -0.57 0.95
N -0.25 0.20 0.46
N 2.81 -0.50 -1.33
C -1.52 0.44 -0.37
C -2.82 0.14 0.32
C 0.90 -0.33 0.02
C 1.35 -0.21 -1.44
C -0.36 0.24 1.94
H 3.40 -1.35 -1.72
H -1.45 -0.35 -1.32
H -1.44 1.33 -1.03
H 1.09 0.78 -1.81
H -2.86 -0.52 1.20
H 3.25 0.40 -1.55
H -0.53 1.21 2.29
H -3.54 -0.33 -0.43
H -3.17 1.09 0.75
H 2.90 -0.58 0.54
H 0.86 -0.67 -2.30
H 0.63 -0.02 2.38
H -1.12 -0.39 2.46
```



[8]
Formula: C4H7NO2S
Source: the OMol25 dataset
Level of theory: ωB97M-V/def2-TZVPD

## Properties
**2S+1**: 1
**Energy above the lowest of the compared OMol25 structures with the same formula, charge and spin**: 508.5 kJ/mol
**E_LUMO**: 0.69 eV
**HOMO-LUMO gap**: 9.1 eV
**Total energy**: -20677.466 eV
**Molar mass**: 133.172 g mol⁻¹

```
15
C4H7NO2S | the OMol25 dataset | ωB97M-V/def2-TZVPD
S -0.51 -2.61 2.06
O 0.40 1.13 1.07
O 0.90 0.46 -1.26
N -0.27 -0.13 0.87
C 1.16 1.37 -0.31
C -0.48 0.20 -1.43
C -0.83 -0.70 -0.29
C -0.06 -1.08 1.84
H 0.70 -0.63 2.59
H -2.03 -0.77 -0.26
H -0.64 -0.49 -2.31
H -0.31 -1.71 -0.35
H 0.80 2.53 -0.61
H -1.11 1.04 -1.41
H 2.28 1.38 -0.21
```